Entry 1:
Entry from OMol25: a cluster of 10 separate species, C40H100Cl8N12O8P4 in total at a distorted geometry (ωB97M-V with the def2-TZVPD basis set).

Cartesian coordinates (Å):
Cl: -2.952 1.279 4.173
C: -3.048 -0.372 4.714
C: -1.758 -1.045 4.501
Cl: -1.919 -2.428 5.700
H: -3.856 -0.874 4.182
H: -3.414 -0.487 5.735
H: -0.885 -0.465 4.800
H: -1.591 -1.575 3.564
Cl: 7.032 3.285 -1.642
C: 5.852 3.356 -0.219
C: 4.352 3.200 -0.630
Cl: 4.052 1.696 -1.478
H: 5.796 4.374 0.167
H: 6.042 2.669 0.606
H: 3.845 4.007 -1.159
H: 3.969 2.922 0.351
Cl: 0.429 7.377 0.021
C: 1.831 7.647 -0.942
C: 1.894 6.503 -1.965
Cl: 3.591 6.381 -2.546
H: 2.614 7.438 -0.213
H: 1.964 8.660 -1.322
H: 1.133 6.500 -2.745
H: 1.750 5.516 -1.524
Cl: -5.032 -0.766 -2.459
C: -3.888 -2.159 -2.645
C: -2.966 -2.409 -1.495
Cl: -1.585 -1.284 -1.634
H: -3.364 -2.255 -3.596
H: -4.574 -2.911 -3.034
H: -2.572 -3.407 -1.300
H: -3.552 -2.069 -0.641
O: 1.160 0.954 5.584
P: 2.318 0.427 6.317
N: 3.867 0.563 5.561
C: 5.080 0.427 6.385
C: 3.975 0.481 4.137
N: 2.153 -1.172 6.775
C: 1.734 -2.127 5.791
C: 2.958 -1.840 7.892
N: 2.529 1.200 7.746
C: 3.406 2.415 7.908
C: 1.479 1.076 8.716
H: 5.369 -0.616 6.258
H: 4.991 0.652 7.448
H: 5.805 1.110 5.944
H: 4.151 1.449 3.668
H: 2.972 0.147 3.872
H: 4.654 -0.318 3.838
H: 1.528 -1.585 4.868
H: 2.556 -2.807 5.568
H: 0.842 -2.659 6.121
H: 2.753 -2.907 7.973
H: 4.033 -1.722 7.752
H: 2.754 -1.514 8.912
H: 2.590 3.138 7.925
H: 3.712 2.580 8.942
H: 4.131 2.805 7.194
H: 0.576 0.716 8.223
H: 1.152 1.998 9.197
H: 1.902 0.382 9.443
O: 1.252 -3.269 -5.870
P: 1.514 -1.852 -6.039
N: 2.759 -1.564 -7.136
C: 3.386 -0.195 -7.344
C: 2.729 -2.393 -8.337
N: 2.107 -1.016 -4.617
C: 2.329 -1.717 -3.374
C: 1.841 0.394 -4.383
N: 0.099 -0.912 -6.521
C: -0.088 -0.356 -7.884
C: -1.124 -1.454 -5.894
H: 4.064 0.090 -6.540
H: 2.613 0.572 -7.400
H: 3.920 -0.272 -8.291
H: 3.720 -2.816 -8.501
H: 2.507 -1.840 -9.250
H: 2.032 -3.220 -8.205
H: 1.370 -2.019 -2.954
H: 2.617 -2.730 -3.653
H: 2.991 -1.242 -2.650
H: 2.525 0.816 -3.646
H: 1.943 0.809 -5.386
H: 0.821 0.524 -4.023
H: 0.797 0.139 -8.282
H: -0.266 -1.152 -8.607
H: -0.810 0.461 -7.884
H: -1.858 -0.655 -5.782
H: -0.779 -1.770 -4.909
H: -1.433 -2.325 -6.473
O: -6.984 4.673 0.898
P: -6.347 3.569 0.099
N: -4.644 3.472 0.186
C: -3.859 2.395 -0.354
C: -3.967 4.603 0.807
N: -6.573 3.591 -1.626
C: -6.290 2.520 -2.552
C: -6.560 4.994 -2.145
N: -6.875 2.018 0.486
C: -8.227 1.634 0.281
C: -6.215 1.168 1.597
H: -4.503 1.630 -0.788
H: -3.345 1.862 0.446
H: -3.022 2.740 -0.961
H: -4.656 4.997 1.555
H: -3.568 5.509 0.349
H: -3.101 4.173 1.309
H: -5.311 2.475 -3.028
H: -6.510 1.581 -2.044
H: -6.983 2.508 -3.393
H: -6.039 5.717 -1.518
H: -6.083 5.054 -3.124
H: -7.601 5.311 -2.204
H: -8.154 0.565 0.084
H: -8.891 1.861 1.115
H: -8.625 2.299 -0.486
H: -6.636 1.350 2.586
H: -5.133 1.295 1.581
H: -6.545 0.193 1.238
O: -0.748 -5.233 1.991
P: 0.623 -5.624 1.664
N: 1.363 -6.731 2.781
C: 2.827 -6.905 2.850
C: 0.551 -7.418 3.793
N: 1.632 -4.329 1.382
C: 1.981 -3.415 2.546
C: 1.554 -3.538 0.120
N: 0.568 -6.433 0.214
C: 1.777 -7.059 -0.441
C: -0.553 -6.264 -0.736
H: 3.282 -6.595 3.791
H: 3.382 -6.256 2.173
H: 2.920 -7.951 2.557
H: 1.188 -7.880 4.547
H: -0.191 -8.046 3.300
H: 0.053 -6.605 4.320
H: 2.035 -3.959 3.489
H: 3.004 -3.092 2.351
H: 1.265 -2.604 2.680
H: 2.276 -2.729 0.011
H: 1.726 -4.196 -0.732
H: 0.597 -3.019 0.070
H: 2.140 -7.750 0.320
H: 1.504 -7.565 -1.367
H: 2.446 -6.217 -0.619
H: -0.366 -5.343 -1.288
H: -1.555 -6.147 -0.325
H: -0.632 -7.197 -1.295
O: 1.393 3.194 -0.647
C: 1.010 2.186 -0.045
O: 1.496 1.943 1.209
C: 0.960 0.778 1.844
C: -0.315 0.619 0.965
C: -0.091 1.256 -0.401
H: 0.610 1.116 2.820
H: 1.640 -0.073 1.885
H: -1.122 1.189 1.427
H: -0.395 -0.460 0.838
H: -0.905 1.716 -0.962
H: 0.190 0.483 -1.116
O: 0.099 2.698 -7.402
C: -0.196 3.018 -6.291
O: 0.650 3.228 -5.266
C: -0.031 3.265 -3.984
C: -1.393 2.637 -4.232
C: -1.647 3.051 -5.742
H: -0.157 4.306 -3.689
H: 0.714 2.820 -3.325
H: -2.292 2.767 -3.630
H: -1.192 1.566 -4.193
H: -2.015 4.077 -5.771
H: -2.309 2.371 -6.277

Multiplicity = 2
<S²> = 0.76
Charge = +1
E_HOMO (spin up / spin down) = -9.8368 / -9.8368 eV

Entry 2:
Entry from OMol25: a cluster of 2 separate species, C3H8OS2 in total (ωB97M-V with the def2-TZVPD basis set).

Cartesian coordinates (Å):
C: 0.026 2.100 0.228
C: 0.925 1.245 -0.240
O: 2.092 0.891 0.372
H: -0.910 2.170 -0.309
H: 0.097 2.542 1.214
H: 0.854 0.851 -1.241
H: 2.032 1.234 1.267
C: -0.280 -2.175 -0.789
S: -1.889 -1.369 -0.617
S: -1.919 -0.844 1.372
H: 0.090 -2.030 -1.803
H: 0.454 -1.700 -0.137
H: -0.301 -3.233 -0.535
H: -1.271 0.319 1.219

Energy above the lowest of the compared OMol25 structures with the same formula, charge and spin = 19.2 kcal per mole
E_HOMO = -9.0468 eV
Structure (SMILES) = C=CO.CSS

Entry 3:
Entry from OMol25: the molecule C2H3NOS2 at a distorted geometry (ωB97M-V with the def2-TZVPD basis set).

Cartesian coordinates (Å):
O: 0.631 2.001 0.181
C: -0.412 1.455 -0.136
N: -0.517 0.070 -0.098
S: -2.071 -0.594 -0.057
C: 0.525 -0.836 0.060
S: 2.155 -0.637 -0.040
H: -1.310 1.994 -0.398
H: -2.262 -0.661 1.276
H: 0.132 -1.841 0.360

Energy above the lowest of the compared OMol25 structures with the same formula, charge and spin = 32.9 kcal per mole
E_HOMO = -8.7394 eV
Structure (SMILES) = O=CN(S)C=S